A cluster of 5 separate species, C41H75F2N2O12 in total, computed with the ωB97M-V functional and the def2-TZVPD basis.

```
132
Properties=species:S:1:pos:R:3:forces:R:3
C -10.35063 -2.41152 -0.07855 0.1 -0.7 -0.1
C -9.18030 -2.72577 0.93189 -0.8 0.3 -0.3
O -9.16780 -1.71546 1.97079 1.5 -0.2 -0.7
C -7.91669 -1.02452 1.97315 0.3 0.9 -0.8
C -7.79086 -0.05750 0.72857 0.3 1.1 0.2
C -6.32315 0.55192 0.57468 -0.8 -0.3 0.4
C -5.26329 -0.52856 0.05573 -1.2 0.0 0.3
C -4.52934 -0.07073 -1.25978 -1.5 1.1 -0.3
N -3.05216 0.08414 -1.20251 -0.2 -0.5 0.2
C -2.42850 1.01049 -0.51533 -0.1 -2.5 -1.2
N -3.30980 1.85323 0.26275 1.7 -0.3 -0.2
C -3.45371 3.20525 -0.15571 0.0 2.1 -1.2
O -3.40724 4.18669 0.48769 -0.2 -0.9 0.5
F -3.61567 3.37616 -1.53080 0.2 -1.8 1.7
C -3.38168 1.59485 1.65462 -0.2 -0.8 2.3
O -3.89039 2.23760 2.49480 0.1 0.4 -1.0
F -2.84006 0.37389 2.06383 -0.3 1.3 -2.1
C -0.88981 0.98919 -0.78533 0.1 1.6 -1.2
C -0.63020 2.34348 -1.66838 0.2 0.2 0.8
C -0.35517 3.64196 -0.80932 1.1 -0.9 0.3
O -0.64614 4.79843 -1.61504 -0.4 0.0 2.0
C -1.17775 5.84805 -0.86163 -1.0 1.1 -1.0
O -1.88469 6.64204 -1.41437 0.7 -0.6 0.4
C 0.19626 1.07445 0.33974 0.1 -0.9 0.8
C 0.65235 -0.27083 1.03539 -0.1 -1.1 0.8
C 0.01391 -0.57303 2.45539 -0.2 -0.4 0.2
O 2.08644 -0.35934 1.20657 -1.0 0.7 -0.1
C 2.60837 0.74535 1.95491 2.1 1.4 -0.2
C 3.62343 0.37425 3.08290 0.4 -0.6 2.4
C 3.08180 0.39232 4.47185 1.7 -0.3 -0.1
C 3.89129 0.12250 5.66079 0.9 0.0 -2.4
C 5.32278 -0.18514 5.47466 -1.8 0.5 -2.0
C 5.87427 -0.22135 4.09964 -1.4 0.4 0.8
C 5.04179 0.06047 2.90155 -1.0 0.1 2.4
C -0.82902 -0.10116 -1.92995 -0.4 1.2 -3.0
O 0.38524 -0.82204 -2.10625 -1.0 -0.2 0.5
C -2.24725 -0.86400 -2.05258 3.2 0.6 1.3
C -1.93495 -2.31021 -1.53451 -1.7 -1.0 -0.1
C -3.13998 -3.32518 -1.44242 0.5 -1.7 -1.0
C -4.11509 -3.30761 -2.69685 -0.6 0.4 0.6
O -3.83211 -3.28290 -0.17662 0.0 0.7 -0.7
H -10.67040 -3.39558 -0.53431 0.1 1.1 0.4
H -11.22016 -1.90563 0.42646 0.9 -0.7 -0.4
H -10.03168 -1.75387 -0.93445 -0.1 -0.5 1.0
H -8.21895 -2.74097 0.34875 -0.7 0.0 0.7
H -9.28159 -3.71652 1.45149 -0.1 0.8 -0.6
H -7.02340 -1.72313 1.92863 -1.0 0.4 0.4
H -7.87053 -0.38068 2.89340 0.0 -0.8 -0.7
H -8.46247 0.84059 0.88880 0.5 -1.1 -0.1
H -8.11268 -0.50905 -0.25043 0.3 0.1 1.0
H -6.05720 0.97212 1.58888 0.0 -0.5 -1.0
H -6.43464 1.43621 -0.10977 0.4 -0.8 0.4
H -4.60139 -0.83653 0.90392 -0.3 0.2 -1.1
H -5.88625 -1.44172 -0.19299 0.9 0.9 0.2
H -4.93578 0.95657 -1.51830 0.5 -1.1 0.3
H -4.81399 -0.70330 -2.14979 0.8 0.5 1.1
H 0.32655 2.13095 -2.23348 -1.3 0.2 0.3
H -1.50766 2.46160 -2.35454 1.0 0.2 0.4
H 0.74803 3.62064 -0.54560 -1.2 0.2 -0.3
H -0.88592 3.64225 0.19180 0.3 0.2 -1.2
H -0.97428 5.99330 0.24093 0.4 -1.0 -0.9
H 1.13308 1.48731 -0.14152 -1.2 -0.3 0.6
H -0.19516 1.74959 1.15596 0.6 -0.3 -1.0
H 0.37981 -1.14105 0.37002 0.6 1.0 0.5
H -0.64866 -1.48563 2.35590 0.4 1.2 0.3
H -0.52982 0.29113 2.92556 0.3 -0.9 -0.6
H 0.80171 -0.87833 3.20763 -0.7 0.4 -1.1
H 3.18311 1.40464 1.21311 -0.8 -0.7 0.9
H 1.84863 1.42552 2.42815 0.3 -0.9 -0.5
H 2.00113 0.65841 4.64345 1.2 -0.3 -0.4
H 3.39287 0.17943 6.66545 0.8 -0.1 -1.1
H 5.95825 -0.36081 6.38207 -0.6 0.1 -1.2
H 6.98178 -0.44604 4.03329 -1.5 0.4 -0.3
H 5.47590 0.06447 1.87497 -0.3 -0.1 1.0
H -0.86669 0.50992 -2.88909 -0.1 -0.3 1.2
H 0.37306 -1.12451 -3.03629 0.3 0.2 0.7
H -2.55746 -0.74991 -3.12680 -0.2 -0.5 1.3
H -1.23430 -2.77574 -2.29234 -0.7 0.7 0.8
H -1.39915 -2.33923 -0.54907 -0.5 0.4 -0.9
H -2.66453 -4.35676 -1.46566 -0.3 1.2 -0.1
H -4.34499 -4.33946 -3.08284 0.5 1.1 0.4
H -5.11217 -2.87944 -2.36171 1.0 -0.4 -0.4
H -3.75829 -2.65904 -3.54205 -0.2 -0.8 0.7
H -4.78128 -3.41852 -0.33319 0.5 0.0 0.0
C 2.34342 3.37042 -4.19607 0.1 -0.2 0.2
C 1.80143 3.27501 -5.61264 -0.1 0.6 0.3
C 2.06112 4.55345 -6.39297 0.0 0.0 -0.2
O 0.39540 3.02178 -5.56623 -0.1 -0.4 0.0
H 1.85628 4.18334 -3.64714 0.1 0.1 -0.1
H 2.13969 2.44839 -3.64362 0.1 0.0 -0.1
H 3.42111 3.54662 -4.19520 0.0 0.0 0.1
H 2.26555 2.43068 -6.12718 -0.2 0.0 0.0
H 1.56598 5.40632 -5.91880 0.1 0.0 0.1
H 1.65643 4.47392 -7.40389 0.1 -0.1 0.0
H 3.13038 4.76482 -6.46036 -0.1 0.0 0.0
H -0.02431 3.76438 -5.11317 0.1 0.0 -0.1
C -2.30022 -9.14022 -2.05783 0.2 -0.1 -0.2
C -2.06920 -7.70286 -1.62053 -0.6 -0.4 0.3
C -2.50998 -7.48454 -0.18122 0.1 0.2 0.1
O -2.79518 -6.82051 -2.48017 0.1 0.4 -0.2
H -3.36284 -9.39651 -2.00711 0.0 0.0 0.1
H -1.98970 -9.27983 -3.09544 0.1 0.0 0.1
H -1.74330 -9.83827 -1.42964 -0.1 0.0 0.0
H -1.01047 -7.45384 -1.72205 -0.1 0.1 -0.1
H -3.57979 -7.68490 -0.06714 0.0 -0.1 0.0
H -2.34860 -6.44529 0.11677 0.1 -0.1 0.0
H -1.95944 -8.13313 0.50305 -0.1 0.0 0.0
H -3.73352 -7.03232 -2.39865 0.1 -0.1 0.0
C 5.16450 2.53822 -1.35132 -0.2 0.0 -0.2
C 5.36137 3.67301 -0.35857 0.4 -0.6 0.0
C 6.83577 3.92327 -0.08510 0.1 0.2 0.1
O 4.69379 3.34740 0.85766 -0.3 0.2 0.1
H 5.57841 1.60243 -0.96303 0.1 0.1 0.0
H 4.09951 2.36491 -1.52792 0.0 0.1 0.0
H 5.64554 2.76102 -2.30637 0.0 -0.1 0.0
H 4.90128 4.58554 -0.74523 -0.1 0.0 0.2
H 7.30762 3.03505 0.34643 -0.1 -0.1 -0.1
H 6.95928 4.73127 0.63894 0.0 0.0 -0.1
H 7.36773 4.19030 -1.00079 0.0 0.0 0.1
H 5.09339 2.53971 1.20705 0.0 0.1 0.1
C 10.40129 1.54190 5.09065 -0.1 0.0 0.2
C 10.49254 0.25737 4.28182 0.2 0.6 -0.3
C 11.74182 0.23722 3.41537 0.1 -0.3 -0.1
O 9.33580 0.13350 3.45271 -0.2 -0.3 0.1
H 10.34686 2.41383 4.43161 0.1 -0.1 0.0
H 9.49451 1.54794 5.69984 0.1 -0.1 0.0
H 11.26507 1.65628 5.74891 0.0 0.0 0.0
H 10.49973 -0.60172 4.95634 -0.2 0.0 -0.1
H 11.73262 1.06523 2.69983 0.0 0.1 0.1
H 11.78913 -0.68509 2.83232 0.0 0.0 0.1
H 12.64554 0.31265 4.02367 0.0 0.0 -0.1
H 9.31971 0.88882 2.85205 0.1 -0.1 0.1
```
Positions in Å, forces in eV/Å.

## Properties
HOMO-LUMO gap   6.08 eV
Max |F|   0.068 Eh/bohr
Charge   +1
Electronic energy   -76706.2786 eV
Spin multiplicity   1